# 1
A structure of composition CH4INO2S2 in a non-equilibrium geometry, computed with ωB97M-V with the def2-TZVPD basis set.

Results
Orbital gap (alpha / beta), eV: 6.43 / 7.20
Energy relative to the best compared isomer or geometry (same formula, charge and spin), kcal per mole: 53.2
E_LUMO (alpha / beta), eV: -2.33 / -1.75
E_tot, eV: -36453.245
Maximum force, eV/Å: 4.07

Last column: Löwdin charge in e.
Atoms and positions in Å:
C (1.201, -0.959, -1.041)  -0.4867
N (-0.843, 2.119, 0.260)  -0.6348
O (-1.543, -0.473, 2.209)  -0.4099
O (-1.733, -1.360, -0.150)  -0.4230
S (0.979, -0.978, 0.727)  0.5169
S (-1.127, -0.443, 0.831)  0.4615
I (0.888, 2.128, 1.041)  0.9048
H (2.012, -0.349, -1.316)  -0.0040
H (0.229, -0.591, -1.679)  0.1172
H (1.472, -1.814, -1.586)  0.0133
H (-1.534, 2.719, 0.705)  -0.0552

# 2
A cluster of 2 separate species, CH4INOS in total in a non-equilibrium geometry, computed with ωB97M-V with the def2-TZVPD basis set.

Results
Orbital gap (alpha / beta), eV: 7.62 / 6.62
Energy relative to the best compared isomer or geometry (same formula, charge and spin), kcal per mole: 60.9
E_LUMO (alpha / beta), eV: -1.21 / -1.38
E_tot, eV: -23571.475
Maximum force, eV/Å: 7.44

Last column: Löwdin charge in e.
Atoms and positions in Å:
C (0.100, -0.537, 0.726)  -0.1380
N (1.396, 0.049, 0.921)  -0.0282
O (-0.357, 0.921, -2.750)  -0.7125
S (-1.056, 0.845, -1.353)  0.3955
I (-3.047, -0.510, -2.124)  0.3049
H (-0.708, 0.148, 0.974)  0.0057
H (0.202, -1.606, 0.801)  0.0598
H (1.515, 0.946, 0.992)  -0.0249
H (1.954, -0.256, 1.813)  0.1377

# 3
A cluster of 2 separate species, CH4INS in total in a non-equilibrium geometry, computed with ωB97M-V with the def2-TZVPD basis set.

Results
Orbital gap (alpha / beta), eV: 7.78 / 7.78
Energy relative to the best compared isomer or geometry (same formula, charge and spin), kcal per mole: 108.4
E_LUMO (alpha / beta), eV: -0.90 / -0.91
E_tot, eV: -21522.674
Maximum force, eV/Å: 2.78

Last column: Löwdin charge in e.
Atoms and positions in Å:
C (-0.651, -0.917, -0.145)  -0.4359
N (-0.077, 1.910, -0.239)  -0.1237
S (0.694, -0.184, 0.886)  0.1549
I (2.702, -0.373, -0.249)  0.4608
H (-0.716, 0.013, -0.779)  -0.0183
H (-1.442, -1.228, 0.553)  0.0405
H (-0.042, -1.784, -0.530)  0.0183
H (-0.468, 2.563, 0.503)  -0.0966

# 4
An isolated molecule of CH4IP in a non-equilibrium geometry, computed with ωB97M-V with the def2-TZVPD basis set.

Results
Orbital gap, eV: 9.73
Energy relative to the best compared isomer or geometry (same formula, charge and spin), kcal per mole: 33.2
E_LUMO, eV: 0.32
SMILES: PCI
E_tot, eV: -18490.081
Maximum force, eV/Å: 1.97

Last column: Löwdin charge in e.
Atoms and positions in Å:
P (0.540, 1.176, -0.064)  0.6836
C (-0.431, -0.541, -0.128)  -0.9739
I (-2.520, -0.138, 0.104)  0.6268
H (1.052, 1.201, 1.221)  -0.1483
H (1.622, 0.437, -0.412)  -0.1568
H (-0.391, -0.804, -1.168)  -0.0537
H (0.128, -1.331, 0.447)  0.0222

# 5
An isolated molecule of CH4IP in a non-equilibrium geometry, computed with ωB97M-V with the def2-TZVPD basis set.

Results
Orbital gap, eV: 7.84
Energy relative to the best compared isomer or geometry (same formula, charge and spin), kcal per mole: 55.2
E_LUMO, eV: -1.59
SMILES: PCI
E_tot, eV: -18489.131
Maximum force, eV/Å: 3.55

Last column: Löwdin charge in e.
Atoms and positions in Å:
P (1.025, -0.679, -0.020)  0.6767
C (0.044, 0.777, -0.126)  -0.6069
I (1.514, 2.552, 1.258)  0.2507
H (0.893, -0.761, 1.295)  -0.1490
H (0.210, -1.674, -0.449)  -0.1334
H (0.331, 1.348, -1.018)  -0.0369
H (-0.960, 0.964, 0.215)  -0.0011

# 6
A cluster of 2 separate species, CH4IPS in total in a non-equilibrium geometry, computed with ωB97M-V with the def2-TZVPD basis set.

Results
Orbital gap (alpha / beta), eV: 8.69 / 4.95
Energy relative to the best compared isomer or geometry (same formula, charge and spin), kcal per mole: 63.9
E_LUMO (alpha / beta), eV: -1.16 / -2.98
E_tot, eV: -29324.466
Maximum force, eV/Å: 3.31

Last column: Löwdin charge in e.
Atoms and positions in Å:
C (-1.000, -0.099, -0.451)  -0.5182
P (1.199, -1.869, 0.972)  0.3861
S (0.448, 0.072, 0.678)  0.1971
I (1.185, 3.183, -0.926)  0.0256
H (-0.719, 0.061, -1.540)  0.0450
H (-1.731, 0.802, -0.183)  0.0636
H (-1.758, -0.813, -0.103)  0.0221
H (2.376, -1.337, 1.553)  -0.2213

# 7
A cluster of 3 separate species, CH4IPS in total in a non-equilibrium geometry, computed with ωB97M-V with the def2-TZVPD basis set.

Results
Orbital gap (alpha / beta), eV: 6.76 / 7.36
Energy relative to the best compared isomer or geometry (same formula, charge and spin), kcal per mole: 78.3
E_LUMO (alpha / beta), eV: -1.28 / -0.62
E_tot, eV: -29323.840
Maximum force, eV/Å: 3.11

Last column: Löwdin charge in e.
Atoms and positions in Å:
C (-0.665, -1.621, -0.358)  -0.4512
P (1.366, 0.852, 0.030)  -0.0711
S (0.734, -0.874, -0.948)  0.3346
I (3.721, 0.920, -0.702)  0.1814
H (-1.033, -1.647, 0.661)  0.0096
H (-0.890, -2.426, -1.042)  -0.0179
H (-1.603, 2.774, 1.393)  0.0216
H (-1.629, 2.023, 0.965)  -0.0069

# 8
An isolated molecule of CH4IPS in a non-equilibrium geometry, computed with ωB97M-V with the def2-TZVPD basis set.

Results
Orbital gap, eV: 8.20
Energy relative to the best compared isomer or geometry (same formula, charge and spin), kcal per mole: 47.9
E_LUMO, eV: -0.60
SMILES: PCSI
E_tot, eV: -29325.158
Maximum force, eV/Å: 3.54

Last column: Löwdin charge in e.
Atoms and positions in Å:
P (0.775, -1.038, 0.960)  0.6836
C (0.287, 0.073, -0.366)  -0.7903
S (-1.703, 0.333, -0.025)  0.0001
I (-2.701, 0.900, -2.107)  0.3157
H (0.120, -0.258, 1.985)  -0.0978
H (2.089, -0.600, 0.883)  -0.1143
H (0.682, 1.007, -0.034)  -0.0039
H (0.451, -0.417, -1.296)  0.0069